(1)
Below is a molecular structure, C31H63O15Zn, with properties calculated with the ωB97M-V functional and the def2-TZVPD basis.

The geometry in XYZ format:
```
110
Properties=species:S:1:pos:R:3:forces:R:3
Zn 11.360328 16.601133 -23.758363 -0.68 -1.26 -2.48
C 10.106210 15.165386 -26.292360 -0.33 0.64 0.82
O 10.582936 16.211589 -25.531774 -0.01 0.80 0.38
H 9.944186 14.274006 -25.666578 0.33 -0.46 -0.36
H 9.104665 15.378897 -26.707284 -0.07 0.15 -0.04
H 10.741243 14.996436 -27.169028 0.10 -0.54 0.06
C 8.576570 18.771271 -21.744328 -0.43 -1.05 -0.49
O 9.279769 19.845379 -22.357101 -0.20 -0.11 0.44
C 10.146368 19.551240 -23.307389 -1.12 1.60 0.65
O 10.421130 18.447023 -23.706102 0.55 -0.59 0.18
O 10.624158 20.645179 -23.828527 1.22 -0.55 -1.34
C 10.259777 21.969812 -23.477103 -0.35 0.87 0.96
H 9.256766 18.027859 -21.328496 0.09 0.29 0.29
H 7.989259 18.233672 -22.496303 0.06 0.19 -0.07
H 7.879017 19.171516 -21.019032 0.30 0.25 0.17
H 9.187251 22.153045 -23.526351 -0.01 -0.28 -0.18
H 10.777651 22.648361 -24.148122 0.03 -0.29 -0.22
H 10.588026 22.204737 -22.462676 0.00 -0.18 -0.02
C 9.992523 12.862955 -29.213573 -0.47 0.42 -1.03
O 10.247957 11.970769 -28.141793 -0.38 0.11 0.42
C 11.108766 10.992046 -28.389415 0.83 0.39 -0.46
O 11.695297 10.821329 -29.420841 -0.05 -0.10 -0.40
O 11.286379 10.304503 -27.277756 -0.61 -0.13 1.10
C 12.192567 9.216679 -27.280934 0.42 -0.66 -1.07
H 9.571605 12.370875 -30.091171 0.06 -0.34 0.15
H 10.868647 13.397730 -29.571729 0.23 -0.15 0.30
H 9.248429 13.582406 -28.885023 0.10 -0.02 0.33
H 11.752582 8.376119 -26.751434 -0.02 0.27 0.39
H 13.159536 9.516388 -26.882340 -0.11 0.04 0.28
H 12.367262 8.864656 -28.300750 -0.04 0.20 0.02
C 12.313056 13.192984 -21.882129 -0.22 0.55 -0.41
C 12.358342 13.551640 -23.332731 0.58 -0.82 -0.50
O 12.378700 14.701254 -23.741174 -0.27 0.52 0.34
C 12.475064 12.428397 -24.340390 -0.50 -0.19 0.47
H 13.315001 12.854913 -21.609948 0.02 0.08 0.15
H 11.619481 12.372646 -21.712934 -0.08 0.07 0.06
H 12.031835 14.108060 -21.360804 0.12 -0.26 0.41
H 13.506769 12.216621 -24.621498 0.08 0.40 -0.10
H 11.866185 12.703627 -25.200421 0.26 -0.08 -0.20
H 12.091359 11.501534 -23.912785 -0.11 0.06 -0.03
C 13.785642 19.593045 -24.542184 -0.89 -1.03 -0.53
C 13.203592 18.431029 -25.343145 -0.60 0.44 0.66
O 12.980523 17.375867 -24.763846 0.28 -0.06 0.38
C 12.798462 18.625646 -26.760003 0.67 -0.10 -0.23
H 13.766930 19.251319 -23.511115 0.54 0.19 0.10
H 13.068896 20.409109 -24.635305 0.32 0.27 -0.16
H 14.769639 19.837053 -24.933737 0.06 0.28 0.20
H 11.963517 17.987481 -27.044428 -0.11 -0.02 0.32
H 13.653224 18.291528 -27.365203 -0.02 0.16 -0.10
H 12.616804 19.681786 -26.947437 -0.02 -0.03 -0.18
C 8.582057 14.455163 -21.070627 0.44 0.39 -0.34
C 8.704392 15.200302 -22.373757 -0.77 0.12 0.15
O 9.755772 15.687047 -22.737702 0.54 0.14 0.44
C 7.449320 15.378154 -23.197779 0.43 -0.32 0.08
H 9.560253 14.428785 -20.595676 -0.07 -0.04 0.12
H 8.227578 13.436339 -21.211639 -0.16 0.04 -0.07
H 7.873630 15.027080 -20.467955 -0.05 -0.21 0.17
H 7.514733 16.232554 -23.867004 0.18 -0.06 -0.08
H 6.551648 15.441512 -22.586127 0.02 -0.13 0.06
H 7.412192 14.456285 -23.789723 -0.27 0.10 -0.14
C 4.916739 15.516347 -26.980446 0.00 0.14 -0.06
C 5.734867 15.880782 -28.198438 -0.02 -0.08 -0.25
O 5.564274 16.903815 -28.815453 -0.09 0.31 0.15
C 6.785097 14.891931 -28.638819 0.23 0.54 0.16
H 5.355087 15.946699 -26.075969 0.27 -0.14 -0.05
H 4.897764 14.431078 -26.894497 -0.23 0.01 0.24
H 3.922141 15.954238 -27.040086 -0.06 -0.18 -0.18
H 7.452831 14.714748 -27.792000 -0.10 -0.38 0.01
H 7.376206 15.355659 -29.425394 -0.07 -0.19 -0.16
H 6.330611 13.967386 -28.992964 0.07 -0.09 0.12
C 13.494664 14.022135 -27.903752 -0.30 -1.19 -0.78
C 13.595628 15.281642 -28.694946 0.40 0.89 -0.51
O 14.551606 16.013776 -28.555425 0.14 0.05 0.15
C 12.484930 15.692132 -29.649666 0.30 -0.34 0.58
H 13.233984 13.172700 -28.551608 -0.11 0.21 -0.23
H 12.660857 14.057321 -27.200621 0.32 0.22 0.36
H 14.467882 13.749960 -27.505112 -0.13 0.35 0.55
H 12.536364 16.764819 -29.814060 -0.09 0.07 0.25
H 11.562663 15.375578 -29.165864 -0.33 0.23 -0.47
H 12.591102 15.248619 -30.640553 -0.06 -0.40 0.16
C 7.216931 18.545871 -25.694654 1.00 -0.31 -0.28
C 7.569256 19.869072 -26.344175 -0.64 0.97 0.04
O 6.730153 20.744890 -26.375193 0.30 -0.21 0.01
C 8.953731 20.129229 -26.907615 0.03 -0.56 -0.40
H 8.081018 17.871356 -25.709984 -0.06 -0.02 0.17
H 6.411375 18.060913 -26.243828 -0.20 0.22 0.07
H 6.924396 18.756912 -24.666066 -0.22 -0.09 -0.02
H 9.499316 20.888990 -26.347939 -0.08 -0.17 0.33
H 8.874796 20.551955 -27.910675 -0.24 -0.09 -0.02
H 9.514361 19.194256 -26.967850 0.24 0.18 0.12
C 9.525091 17.480860 -29.816989 -0.89 -0.56 0.63
C 8.935617 16.932935 -31.102816 -0.13 0.56 -0.08
O 9.120787 15.786860 -31.430696 0.14 -0.21 -0.02
C 8.036451 17.869229 -31.860916 0.15 -0.16 -0.97
H 8.848340 18.203609 -29.356753 0.06 0.21 -0.24
H 10.518106 17.914034 -29.883479 0.07 -0.11 -0.23
H 9.501986 16.612455 -29.152636 0.56 0.15 0.18
H 7.162365 18.107483 -31.255173 0.10 0.27 0.07
H 7.705774 17.443754 -32.809736 -0.08 -0.37 0.24
H 8.590608 18.758095 -32.174283 -0.11 0.25 0.55
C 8.639392 11.508587 -25.136670 0.00 1.67 -0.20
C 8.529698 11.500646 -23.638065 -0.97 -0.48 -0.09
O 9.438845 11.878904 -22.932922 0.24 0.20 0.01
C 7.201754 11.070066 -23.010291 1.30 0.56 0.48
H 8.541097 10.591435 -25.708005 0.29 -0.28 0.34
H 9.525890 12.106343 -25.355161 0.33 -0.74 -0.34
H 7.854616 12.168333 -25.535698 -0.29 -0.23 0.21
H 7.115267 9.994205 -23.148282 -0.53 0.03 -0.16
H 6.377464 11.675063 -23.380477 -0.19 -0.42 -0.36
H 7.316315 11.288701 -21.947734 -0.19 -0.26 0.05
```
Forces are in eV/Å.

E   -112293.1757 eV
Total charge   +1
HOMO level   -10.44 eV
Gap between HOMO and LUMO   7.86 eV

Löwdin population analysis, charges in e, atoms 1 to 4: 0.78 -0.26 -0.39 0.06

---

(2)
Below is 3 unconnected molecules or ions with the total composition C31H64BrF3O9P3SSi, with properties calculated with the ωB97M-V functional and the def2-TZVPD basis.

The geometry in XYZ format:
```
113
Properties=species:S:1:pos:R:3:forces:R:3
C -1.811953 5.269509 0.088742 -0.05 -0.12 -0.10
Si -2.361074 3.481082 0.408517 0.53 0.73 -0.08
C -1.072611 2.711176 1.558756 -0.69 -0.46 -0.36
C -4.098914 3.566426 1.164537 0.28 -0.55 0.59
C -4.320416 2.655402 2.412069 -0.73 0.26 -0.31
C -5.091281 1.337999 2.091368 0.20 0.28 0.82
C -4.429470 0.041138 2.642556 -0.37 0.31 -0.52
C -4.380683 -1.102044 1.620830 -0.13 0.11 -0.42
C -3.541974 -0.767272 0.365415 0.87 -0.08 0.62
C -2.235277 -1.623903 0.244818 -1.06 0.79 0.10
C -1.151537 -0.808973 -0.458209 0.09 -0.34 -0.24
P 0.617459 -1.490307 -0.202419 -0.73 -1.01 -0.74
O 2.199852 -2.063498 0.132860 0.41 0.58 -0.49
S 0.458214 -0.881007 1.970636 -0.49 -0.12 1.06
Br 1.478769 0.738170 -0.659219 0.53 0.67 -0.10
C 0.747870 -1.857315 -2.064302 0.58 -0.38 -0.03
C 2.052659 -2.445814 -2.636574 -0.58 0.49 -0.79
C 3.141237 -1.417134 -2.957467 -0.09 -1.82 -0.36
F 3.959074 -1.973128 -3.945413 -0.01 0.22 0.15
F 3.963539 -1.160824 -1.953568 -0.03 0.67 0.00
F 2.657837 -0.317563 -3.529828 0.17 0.37 0.34
C -2.416837 2.690429 -1.314245 0.01 -0.14 0.01
C -1.357397 2.831844 -2.217721 0.05 0.04 -0.03
C -1.421674 2.263344 -3.479061 -0.14 -0.20 -0.48
C -2.548064 1.558520 -3.894720 0.04 -0.09 0.22
C -3.612951 1.400288 -3.019091 0.06 0.12 0.17
C -3.526231 1.962467 -1.750059 -0.13 0.14 0.23
H -2.558936 5.801868 -0.510947 0.05 -0.01 0.07
H -1.638676 5.822601 1.017087 -0.05 -0.08 -0.01
H -0.873119 5.278805 -0.475003 -0.06 0.00 0.06
H -1.241137 2.935992 2.615906 0.11 0.30 -0.14
H -1.136652 1.620551 1.477334 0.18 0.00 0.05
H -0.067972 2.995308 1.240690 -0.03 0.02 0.11
H -4.865732 3.326748 0.422784 0.02 0.18 0.00
H -4.264266 4.604097 1.473534 0.10 0.00 -0.19
H -4.941333 3.238873 3.102303 0.11 -0.13 0.08
H -3.398014 2.451748 2.959785 0.05 -0.06 -0.22
H -6.055821 1.444787 2.599966 -0.09 -0.14 -0.31
H -5.308931 1.299749 1.021350 0.19 -0.26 0.02
H -3.424011 0.295623 2.992481 0.02 -0.25 -0.05
H -5.022590 -0.288334 3.502001 0.27 -0.02 0.08
H -5.404268 -1.333287 1.299619 0.01 -0.10 0.26
H -3.964205 -1.988056 2.110618 -0.16 -0.04 -0.09
H -4.101476 -0.828841 -0.571184 -0.11 0.03 0.12
H -3.207439 0.270371 0.468764 -0.12 0.02 -0.14
H -2.523726 -2.524167 -0.309292 0.43 -0.10 0.03
H -1.968593 -1.927882 1.261113 0.30 0.05 -0.13
H -1.140472 0.235413 -0.155092 -0.11 -0.10 0.30
H -1.411006 -0.780820 -1.525985 0.25 -0.02 0.02
H 0.083979 -2.797531 0.102368 -0.04 0.19 0.15
H 2.142659 -2.936703 0.527815 -0.25 0.07 0.20
H 1.380312 0.078800 2.140978 0.05 -0.21 -0.37
H -0.046638 -2.578531 -2.301765 0.02 0.03 0.23
H 0.519714 -0.959337 -2.640977 -0.06 0.02 0.19
H 2.450909 -3.300872 -2.093054 0.19 0.34 0.30
H 1.795846 -2.841003 -3.629128 0.06 0.12 0.02
H -0.467071 3.392614 -1.954654 -0.01 -0.10 0.12
H -0.607852 2.336469 -4.193406 0.13 0.17 0.27
H -2.558338 1.115911 -4.885053 -0.09 0.03 0.05
H -4.507591 0.849803 -3.290148 0.10 0.00 -0.10
H -4.352733 1.846502 -1.055357 -0.04 -0.13 -0.17
O 0.240199 5.692097 3.658622 -3.87 1.25 -0.13
P 0.225862 6.080996 5.093620 6.46 -1.26 1.31
O 1.236379 7.382210 5.102506 -0.78 -0.08 0.24
C 0.734624 8.611892 4.576373 -0.08 0.17 -0.21
C -0.403417 9.195284 5.396454 -0.07 -0.11 0.07
O 1.159080 4.852040 5.633284 -0.53 0.08 0.43
C 1.482426 3.781450 4.721504 0.38 -0.21 -0.13
C 2.661668 4.142045 3.840484 0.25 0.05 0.05
O -0.409023 6.382216 6.562561 -1.60 0.17 -1.83
C 0.158432 5.899879 7.792297 -0.04 -0.56 0.62
C 1.566535 6.365869 8.090173 0.23 0.37 -0.27
H 0.412534 8.454658 3.542309 0.05 -0.01 0.00
H 1.571193 9.310275 4.560763 0.09 -0.13 0.03
H -1.280861 8.544393 5.381581 0.00 0.04 -0.02
H -0.704498 10.164892 4.996719 0.07 0.00 -0.04
H -0.108566 9.316699 6.438835 0.02 0.03 0.00
H 0.604775 3.494323 4.149501 0.03 0.15 -0.11
H 1.750805 2.910085 5.321845 -0.06 0.20 0.29
H 2.562946 5.128243 3.390136 -0.22 -0.07 -0.07
H 2.779912 3.406444 3.043686 -0.01 -0.02 0.02
H 3.580139 4.161340 4.432294 -0.01 -0.09 0.00
H 0.083531 4.814396 7.823173 0.12 -0.01 -0.20
H -0.501312 6.271892 8.578671 -0.16 0.13 -0.23
H 2.272817 6.144726 7.294827 -0.12 -0.16 -0.07
H 1.928972 5.869365 8.991994 -0.15 0.03 0.07
H 1.597166 7.446663 8.240532 -0.05 -0.02 0.11
O 1.452593 -7.693594 -3.248972 2.19 0.62 2.52
P 2.714998 -7.846384 -4.018629 -2.18 -1.43 -5.60
O 2.664571 -6.641382 -5.117175 0.33 -0.23 0.61
C 2.894650 -5.298791 -4.648185 0.10 0.24 0.27
C 4.302404 -5.098701 -4.124057 0.11 -0.20 0.11
O 2.323573 -9.181048 -4.889495 0.51 0.10 0.13
C 1.089127 -9.869662 -4.708660 -0.24 -0.04 -0.06
C -0.025346 -9.246720 -5.525102 -0.03 0.05 -0.23
O 4.309151 -8.142887 -4.154155 -0.72 0.80 2.17
C 4.887299 -9.040721 -5.114315 0.33 -0.68 -0.13
C 4.641459 -8.692528 -6.566334 -0.18 0.43 -0.15
H 2.172469 -5.060087 -3.864885 -0.10 -0.09 -0.08
H 2.712519 -4.628484 -5.486909 -0.08 -0.17 -0.10
H 4.494815 -5.715915 -3.241174 -0.04 0.01 -0.03
H 4.452057 -4.062877 -3.833106 -0.03 0.00 -0.08
H 5.039898 -5.375882 -4.878253 0.01 0.04 -0.02
H 0.840825 -9.937097 -3.651189 -0.05 0.24 0.02
H 1.254085 -10.895052 -5.049140 0.18 0.06 -0.07
H -0.076792 -8.165752 -5.402571 0.04 -0.02 0.25
H -0.989362 -9.674687 -5.245285 0.01 -0.01 -0.01
H 0.138613 -9.432390 -6.588999 -0.02 -0.05 0.02
H 4.575835 -10.059686 -4.890223 -0.21 0.06 -0.02
H 5.962631 -9.005049 -4.929761 -0.07 0.21 0.21
H 3.589304 -8.583088 -6.813446 -0.06 -0.11 0.16
H 5.042620 -9.484462 -7.201710 0.15 0.01 0.09
H 5.120702 -7.747730 -6.827676 0.11 -0.06 0.01
```
Forces are in eV/Å.

E   -176392.1598 eV
Total charge   -1
HOMO level   -4.72 eV
Gap between HOMO and LUMO   6.41 eV

Löwdin population analysis, charges in e, atoms 1 to 4: -0.18 0.61 -0.17 -0.24

---

Q: Among the records above, which one has the lowest total charge?
A: C31H64BrF3O9P3SSi